Here is a cluster of 3 separate species, C37H60BIN6O7 in total in a non-equilibrium geometry from OMol25. Energies are from ωB97M-V with the def2-TZVPD basis set.

XYZ file:
```
112
Properties=species:S:1:pos:R:3
C 3.94 -4.78 -4.21
C 2.13 4.27 0.75
O 3.64 1.87 -1.27
C -4.98 -4.40 1.64
H -3.57 0.39 -0.75
H -3.78 1.79 -2.74
C 0.72 6.16 1.35
H 1.16 1.40 2.57
H 2.91 1.63 -1.84
C 0.47 -0.40 1.61
H -5.05 -0.42 2.97
C -4.05 -0.86 2.92
C 3.06 7.83 1.83
H -0.35 -0.29 2.32
C 2.31 -3.88 -5.79
H -5.50 -3.62 4.24
H -4.24 -2.76 5.13
C 4.98 -0.35 -3.65
C 3.21 6.53 1.08
C 5.58 -2.57 -2.84
H -3.07 -4.64 0.69
H 3.80 -1.30 -1.34
I 4.44 8.09 3.50
C -4.15 2.37 -0.12
H 1.56 3.50 -1.86
C -3.55 -4.94 1.62
H 3.59 6.71 0.07
C -4.38 5.42 3.02
H -6.01 -2.51 1.87
C 1.02 3.45 0.77
H -2.34 2.47 -2.39
H 1.04 -1.27 1.91
C -4.98 -2.88 1.78
H 2.60 -0.84 -2.53
H -3.58 -0.52 2.00
C 2.56 -2.92 -2.04
H -5.10 1.85 -0.02
H -0.61 -4.49 3.39
H -4.57 -2.44 0.86
C -2.62 5.02 1.62
H 2.53 4.99 -1.98
C -1.25 -4.86 2.59
C -0.42 5.33 1.35
H -2.19 1.39 -0.34
N 3.81 -2.32 -4.60
H 1.75 -2.75 -1.33
H 4.76 -4.80 -4.93
H -3.47 -0.48 3.77
H -5.48 -4.68 0.71
H 6.27 -1.93 -2.30
C -4.17 -2.38 2.98
H 3.21 -3.67 -1.58
C 3.61 3.29 -1.13
H 1.18 -2.78 -3.67
O -2.05 -2.39 2.11
H 1.54 -3.15 -6.03
H -2.63 -4.78 4.96
H 3.37 -5.70 -4.32
H -3.34 1.76 1.75
H 5.28 -3.36 -2.15
N -2.91 1.65 -2.25
H 1.82 -4.85 -5.72
C -3.14 -5.20 4.09
C 3.02 -3.57 -4.47
C 3.32 -1.62 -2.27
N -2.80 -2.99 2.98
H -3.57 -6.04 1.62
H 1.52 -4.43 -3.19
H 3.59 2.76 0.98
H -3.58 3.91 -1.17
H 4.57 3.68 -1.49
C -2.70 -4.47 2.81
H 4.29 4.30 0.62
H -5.64 -1.90 4.51
C -3.16 1.40 -0.83
H -0.09 0.98 -0.83
H 5.44 0.05 -2.75
H -0.86 -4.49 1.64
C 4.39 -1.73 -3.36
C 3.45 3.65 0.37
H 4.36 -4.79 -3.21
C 1.34 0.88 1.63
C 1.96 5.66 1.07
H -1.17 -5.95 2.57
H 4.23 0.37 -3.97
H 2.82 3.65 -3.08
C 2.56 3.90 -2.05
O 0.76 1.43 -0.83
B 1.04 1.88 0.46
H -5.56 -4.86 2.44
N -3.94 5.54 1.88
C 1.98 -3.45 -3.35
O 3.13 -1.42 -5.25
H 5.74 -0.41 -4.43
O -4.42 3.56 -0.85
H 3.02 -3.91 -6.62
C -0.25 3.97 1.07
N -1.64 5.87 1.64
H 6.13 -3.02 -3.67
C -2.49 3.62 1.33
H -4.50 3.06 1.92
H -4.21 -5.16 4.27
H 0.58 7.21 1.57
H 0.02 -0.61 0.64
N -1.32 3.11 1.08
H 2.41 0.65 1.61
C -4.92 -2.70 4.29
O -4.90 5.23 4.04
O 2.30 8.70 1.60
H 3.99 5.97 1.59
C -3.68 2.70 1.31
H -2.87 -6.25 4.03
```

The HOMO energy (spin up / spin down) is -8.3 / -9.1 eV. As for the orbital gap (spin up / spin down): 7.8730 / 8.6206 eV. Its expectation value of S² is 2.0082. As for the energy relative to the best compared isomer or geometry (same formula, charge and spin): 0.0 kJ/mol. As for the spin multiplicity: 3.

***

Here is a structure of composition C37H51F5KN3O2S2SeSi3 from OMol25. Energies are from ωB97M-V with the def2-TZVPD basis set.

XYZ file:
```
105
Properties=species:S:1:pos:R:3
N 4.88 -0.62 1.47
H -3.25 -3.71 3.79
C -3.86 -1.42 8.01
C 5.96 -0.33 0.57
C -2.77 2.72 -2.12
H -5.68 0.87 -2.43
H -4.25 -3.30 2.39
O -1.42 -2.21 1.81
H -0.79 -2.69 -4.65
Si -1.76 1.15 -1.76
H -3.64 -0.92 2.59
C 3.85 1.12 -3.68
C -5.74 -0.14 -2.02
H -6.64 -0.22 -1.41
C 5.54 0.89 -5.87
H -4.09 -0.14 -4.86
C -0.73 -1.97 -3.83
C -3.30 -1.64 6.76
H 2.97 2.78 -4.72
C 4.80 0.11 -3.70
H -2.45 0.45 -5.14
C 5.65 0.01 -4.80
H 3.20 1.18 -2.82
S 2.23 -1.85 -1.44
H 4.49 2.58 -6.68
C -4.32 0.70 0.47
F -4.50 -2.40 8.66
C -0.85 2.60 0.41
H -3.17 2.62 -3.14
C -0.18 1.31 -2.77
H 4.00 -0.11 3.26
H 6.20 0.80 -6.72
C -3.05 -0.45 -4.97
C 3.51 -1.05 -0.49
C 4.57 1.72 2.30
H -3.66 -2.70 0.15
F -3.43 -2.88 6.25
H -1.14 -4.48 0.90
C -3.74 -0.17 8.59
H -0.05 -1.17 -4.15
C 3.08 3.40 1.42
H 0.54 0.52 -2.54
C -3.06 0.84 7.93
H 0.29 2.28 -2.55
H 2.56 1.32 1.71
H -5.84 -0.83 -2.86
C -3.48 -1.59 3.43
H -2.15 3.62 -2.09
C 4.82 0.26 2.63
C 5.46 0.44 -0.65
O -1.25 1.38 -0.13
H -3.27 -3.59 -2.56
C -3.35 -3.02 2.96
H 6.53 2.40 2.80
N -1.93 -4.38 1.51
H -0.61 2.47 1.47
K -0.01 -0.85 0.37
S 2.49 -1.73 2.06
C 4.08 4.36 1.53
H -1.63 3.37 0.32
H 3.89 5.38 1.22
C -2.64 -0.64 6.06
H 6.40 -1.27 0.21
C -2.16 -3.16 2.04
Se -1.86 -0.95 4.32
N 4.46 -0.36 -1.31
H 5.08 1.42 -0.35
H 6.10 4.74 2.12
H 6.73 0.22 1.10
H 4.18 -1.71 -2.82
H -3.32 -3.49 -4.33
F -1.90 1.60 6.07
H -2.97 -1.08 -5.86
Si -2.45 -1.36 -3.41
H -5.26 -2.09 0.63
H -5.12 0.37 1.15
H -4.57 1.71 0.14
C 5.32 4.00 2.03
C 5.55 2.69 2.41
C 4.58 1.90 -5.84
F -4.27 0.06 9.80
H 5.89 -1.31 -2.53
C -3.52 -2.94 -3.41
H -4.59 -2.73 -3.37
H -3.38 0.77 1.02
H 5.76 0.17 3.18
C 3.64 -1.06 0.87
H -4.32 -1.48 4.12
C 3.74 2.01 -4.75
F -2.94 2.04 8.50
H -0.23 -2.45 -2.98
Si -4.18 -0.51 -0.99
C -2.53 0.59 6.67
C 4.86 -0.90 -2.57
C -2.62 -0.40 -1.88
H -0.37 1.29 -3.84
C -4.57 -2.21 -0.21
H 0.05 2.98 -0.09
H -5.04 -2.89 -0.92
H 2.11 3.67 1.03
H -2.57 -5.13 1.63
C 3.32 2.09 1.79
H 6.40 -0.78 -4.82
H -3.61 2.85 -1.45
H 6.29 0.61 -1.35
```

The HOMO energy is 0.1 eV. As for the orbital gap: 2.9835 eV. Its net charge is -2. As for the energy relative to the best compared isomer or geometry (same formula, charge and spin): 0.0 kJ/mol.

***

Here is a structure of composition C30H58Br2Cl2F6N4NaO10PS3 in a non-equilibrium geometry from OMol25. Energies are from ωB97M-V with the def2-TZVPD basis set.

XYZ file:
```
117
Properties=species:S:1:pos:R:3
H 7.92 -2.54 4.07
C -0.81 0.78 -2.08
H -5.60 -0.55 -2.74
N 0.91 -0.98 2.08
C -1.05 -1.73 -0.94
O -4.64 6.53 -4.38
H 1.79 -0.11 -2.29
S 5.89 -2.54 -3.83
C 0.63 -0.99 0.75
C 4.82 -3.48 3.63
H 2.22 -0.54 3.81
Br 1.37 2.62 -3.03
H -4.63 -0.13 3.70
H 6.38 -1.45 5.74
H -7.56 6.34 -2.05
H 0.39 -3.80 3.61
C -2.59 -2.06 -1.10
O -6.23 3.32 -0.05
H -1.00 -1.02 3.20
H 5.09 -0.67 1.96
H 7.36 -4.12 4.61
H -3.12 5.47 -5.35
H 3.56 1.07 0.61
H 0.69 1.76 -0.60
H 5.67 -3.97 3.14
O -7.41 3.67 -1.95
H -6.38 7.48 -6.21
F 8.43 -2.58 -2.38
S -0.41 -1.34 -3.76
C -3.68 0.26 3.22
H -1.81 1.07 -1.62
O 6.64 -2.89 -0.85
H -1.67 -1.91 -3.93
C 7.49 -3.08 4.92
H -0.10 3.99 -0.78
H -4.24 -0.82 1.38
C 6.18 -2.45 5.35
H 3.34 -1.28 -1.26
C 0.16 1.93 -1.58
C 2.01 1.25 2.64
C -6.67 4.05 -1.09
H -0.35 1.88 1.28
C -0.77 3.23 -1.27
F -1.36 -4.00 -0.13
C -3.32 -0.74 2.04
O 6.83 -1.63 -4.44
H -2.01 2.13 1.96
H 6.04 0.51 0.96
C -3.75 5.53 -4.43
H -2.97 5.50 -3.63
C 4.10 -4.44 4.56
H -1.61 2.93 -0.59
H 4.14 -3.16 2.84
H 1.79 1.50 1.55
H -2.90 0.27 4.03
C -0.39 -0.74 -1.95
C -0.22 -3.18 2.85
H -2.98 -0.50 -2.95
C -0.03 -1.57 3.08
H 0.22 -3.41 1.84
H 3.69 -5.28 3.99
F -1.55 -3.59 3.00
H -3.19 -2.29 -0.18
C -0.53 -3.27 -1.02
C 1.16 -0.80 -1.64
H 8.21 -3.07 5.74
H -7.82 1.98 0.06
O -4.31 -0.02 -1.15
H -0.83 1.11 2.88
H 4.48 0.60 -0.86
Na 2.02 -3.16 4.87
C -3.45 -0.91 -1.96
Cl -5.80 6.43 -8.24
H -6.30 1.49 0.85
O 8.10 -4.73 -1.50
H 4.76 -4.84 5.32
C -6.73 1.98 -0.03
O 4.76 -1.94 -3.15
N -0.76 -1.41 0.51
N 6.48 -3.87 -3.23
H 1.22 1.65 3.34
H 3.29 -3.93 5.07
P -1.95 -0.07 0.87
H 5.72 -3.02 6.17
H -5.53 -1.88 -1.24
F 5.18 -3.15 -5.12
C -6.48 6.16 -2.04
H -7.45 6.12 -6.59
C 2.96 -1.00 -0.22
H 0.40 -1.55 4.14
O 5.25 -2.29 4.28
H -1.12 3.66 -2.25
N 1.56 -0.58 -0.21
C 2.11 -0.37 2.68
H -6.14 5.78 -3.01
H -3.93 1.29 2.83
H -0.98 1.06 -3.17
F 0.72 -3.56 -0.57
S 7.30 -3.61 -1.92
O -6.12 5.26 -0.99
C -1.19 1.34 1.84
C 5.32 -0.37 0.90
F -0.66 -3.91 -2.22
C -5.07 -1.14 -1.95
H 5.86 -1.17 0.31
H 1.45 -1.84 -2.05
Cl -8.13 8.10 -7.67
H -5.97 7.11 -1.86
Br 3.42 -2.73 0.69
C 4.04 0.18 0.10
C -6.94 6.98 -7.00
H 3.02 1.73 2.84
H -6.41 1.44 -0.92
H -4.15 4.49 -4.38
H -3.09 -1.78 2.40
H 3.12 -0.61 2.29
H -2.83 -2.93 -1.81
```

The HOMO energy is -4.5 eV. As for the orbital gap: 0.9873 eV.

***

Here is an isolated molecule of C4H8O2 from OMol25. Energies are from ωB97M-V with the def2-TZVPD basis set.

XYZ file:
```
14
Properties=species:S:1:pos:R:3
C 1.97 0.08 -0.48
C -0.38 -0.05 -0.23
H -2.34 -0.45 0.63
C -1.52 -0.99 0.11
H -1.11 -1.72 0.80
C -0.55 1.10 0.75
H 1.91 0.34 -1.54
H 2.86 -0.53 -0.33
O 0.86 -0.70 -0.05
H -1.96 -1.47 -0.76
H -0.46 0.37 -1.25
O -0.83 2.22 0.41
H -0.53 0.77 1.83
H 2.08 1.01 0.10
```

The HOMO energy is -9.6 eV. As for the orbital gap: 10.6522 eV. The structure (SMILES) is CO[C@@H](C)C=O. As for the energy relative to the best compared isomer or geometry (same formula, charge and spin): 163.8 kJ/mol.

***

Here is a structure of composition C6H6F4N2O in a non-equilibrium geometry from OMol25. Energies are from ωB97M-V with the def2-TZVPD basis set.

XYZ file:
```
19
Properties=species:S:1:pos:R:3
F 2.56 -0.53 1.59
C 4.12 0.15 -0.06
N 0.06 0.15 -0.03
N -0.33 -1.06 -0.45
H -2.98 0.13 1.07
C 2.77 -0.49 0.23
H 1.68 -1.97 -0.32
H -2.13 -2.08 -0.27
O 2.62 -1.68 -0.36
C 1.28 0.68 -0.42
F 5.12 -0.48 0.55
H -0.77 1.77 1.06
C -0.92 0.79 0.65
F 4.15 1.42 0.34
H 1.47 0.60 -1.49
H 1.48 1.65 0.01
C -1.58 -1.19 -0.05
C -2.01 -0.05 0.65
F 4.37 0.14 -1.37
```

The HOMO energy is -9.3 eV. As for the orbital gap: 10.1133 eV.

***

Please write out number 2 again, unchanged.
Here is a structure of composition C37H51F5KN3O2S2SeSi3 from OMol25. Energies are from ωB97M-V with the def2-TZVPD basis set.

XYZ file:
```
105
Properties=species:S:1:pos:R:3
N 4.88 -0.62 1.47
H -3.25 -3.71 3.79
C -3.86 -1.42 8.01
C 5.96 -0.33 0.57
C -2.77 2.72 -2.12
H -5.68 0.87 -2.43
H -4.25 -3.30 2.39
O -1.42 -2.21 1.81
H -0.79 -2.69 -4.65
Si -1.76 1.15 -1.76
H -3.64 -0.92 2.59
C 3.85 1.12 -3.68
C -5.74 -0.14 -2.02
H -6.64 -0.22 -1.41
C 5.54 0.89 -5.87
H -4.09 -0.14 -4.86
C -0.73 -1.97 -3.83
C -3.30 -1.64 6.76
H 2.97 2.78 -4.72
C 4.80 0.11 -3.70
H -2.45 0.45 -5.14
C 5.65 0.01 -4.80
H 3.20 1.18 -2.82
S 2.23 -1.85 -1.44
H 4.49 2.58 -6.68
C -4.32 0.70 0.47
F -4.50 -2.40 8.66
C -0.85 2.60 0.41
H -3.17 2.62 -3.14
C -0.18 1.31 -2.77
H 4.00 -0.11 3.26
H 6.20 0.80 -6.72
C -3.05 -0.45 -4.97
C 3.51 -1.05 -0.49
C 4.57 1.72 2.30
H -3.66 -2.70 0.15
F -3.43 -2.88 6.25
H -1.14 -4.48 0.90
C -3.74 -0.17 8.59
H -0.05 -1.17 -4.15
C 3.08 3.40 1.42
H 0.54 0.52 -2.54
C -3.06 0.84 7.93
H 0.29 2.28 -2.55
H 2.56 1.32 1.71
H -5.84 -0.83 -2.86
C -3.48 -1.59 3.43
H -2.15 3.62 -2.09
C 4.82 0.26 2.63
C 5.46 0.44 -0.65
O -1.25 1.38 -0.13
H -3.27 -3.59 -2.56
C -3.35 -3.02 2.96
H 6.53 2.40 2.80
N -1.93 -4.38 1.51
H -0.61 2.47 1.47
K -0.01 -0.85 0.37
S 2.49 -1.73 2.06
C 4.08 4.36 1.53
H -1.63 3.37 0.32
H 3.89 5.38 1.22
C -2.64 -0.64 6.06
H 6.40 -1.27 0.21
C -2.16 -3.16 2.04
Se -1.86 -0.95 4.32
N 4.46 -0.36 -1.31
H 5.08 1.42 -0.35
H 6.10 4.74 2.12
H 6.73 0.22 1.10
H 4.18 -1.71 -2.82
H -3.32 -3.49 -4.33
F -1.90 1.60 6.07
H -2.97 -1.08 -5.86
Si -2.45 -1.36 -3.41
H -5.26 -2.09 0.63
H -5.12 0.37 1.15
H -4.57 1.71 0.14
C 5.32 4.00 2.03
C 5.55 2.69 2.41
C 4.58 1.90 -5.84
F -4.27 0.06 9.80
H 5.89 -1.31 -2.53
C -3.52 -2.94 -3.41
H -4.59 -2.73 -3.37
H -3.38 0.77 1.02
H 5.76 0.17 3.18
C 3.64 -1.06 0.87
H -4.32 -1.48 4.12
C 3.74 2.01 -4.75
F -2.94 2.04 8.50
H -0.23 -2.45 -2.98
Si -4.18 -0.51 -0.99
C -2.53 0.59 6.67
C 4.86 -0.90 -2.57
C -2.62 -0.40 -1.88
H -0.37 1.29 -3.84
C -4.57 -2.21 -0.21
H 0.05 2.98 -0.09
H -5.04 -2.89 -0.92
H 2.11 3.67 1.03
H -2.57 -5.13 1.63
C 3.32 2.09 1.79
H 6.40 -0.78 -4.82
H -3.61 2.85 -1.45
H 6.29 0.61 -1.35
```

The HOMO energy is 0.1 eV. As for the orbital gap: 2.9835 eV. Its net charge is -2. As for the energy relative to the best compared isomer or geometry (same formula, charge and spin): 0.0 kJ/mol.